(1)
{"formula": "C20H40O40S10", "method": "ωB97M-V/def2-TZVPD", "de_lowest_kcal_mol": 30.51, "total_energy_ev": -211630.246, "e_homo_ev": -10.22, "species": ["C", "C", "O", "S", "O", "O", "O", "H", "H", "H", "H", "C", "C", "O", "S", "O", "O", "O", "H", "H", "H", "H", "C", "C", "O", "S", "O", "O", "O", "H", "H", "H", "H", "C", "C", "O", "S", "O", "O", "O", "H", "H", "H", "H", "C", "C", "O", "S", "O", "O", "O", "H", "H", "H", "H", "C", "C", "O", "S", "O", "O", "O", "H", "H", "H", "H", "C", "C", "O", "S", "O", "O", "O", "H", "H", "H", "H", "C", "C", "O", "S", "O", "O", "O", "H", "H", "H", "H", "C", "C", "O", "S", "O", "O", "O", "H", "H", "H", "H", "C", "C", "O", "S", "O", "O", "O", "H", "H", "H", "H"], "coordinates": [[20.337, 12.855, 4.488], [20.977, 14.082, 3.812], [21.051, 13.758, 2.410], [19.982, 12.687, 1.965], [20.555, 11.514, 1.406], [18.877, 13.254, 1.281], [19.484, 12.362, 3.472], [19.708, 13.193, 5.305], [21.123, 12.167, 4.796], [21.955, 14.339, 4.199], [20.250, 14.895, 3.796], [23.867, 12.422, -4.224], [24.681, 11.868, -3.072], [25.210, 12.992, -2.357], [24.188, 14.235, -2.495], [24.907, 15.428, -2.678], [23.249, 14.063, -1.438], [23.514, 13.760, -3.876], [22.972, 11.867, -4.479], [24.483, 12.393, -5.126], [25.532, 11.300, -3.430], [24.159, 11.271, -2.324], [25.971, 5.814, -5.675], [24.515, 5.526, -5.915], [23.844, 6.629, -5.252], [24.854, 7.624, -4.498], [24.448, 7.900, -3.176], [25.242, 8.738, -5.293], [26.133, 6.608, -4.518], [26.408, 6.412, -6.488], [26.609, 4.931, -5.716], [24.156, 4.635, -5.401], [24.296, 5.489, -6.977], [13.706, 6.881, -4.772], [13.394, 8.134, -3.960], [14.269, 9.124, -4.497], [15.698, 8.442, -4.835], [16.562, 8.471, -3.710], [16.226, 8.975, -6.030], [15.125, 6.964, -4.965], [13.261, 6.837, -5.762], [13.476, 6.044, -4.117], [13.526, 7.946, -2.892], [12.389, 8.512, -4.137], [19.319, 14.589, -3.099], [19.712, 14.410, -1.658], [19.789, 15.770, -1.181], [20.421, 16.714, -2.319], [21.841, 16.703, -2.242], [19.804, 17.981, -2.455], [19.909, 15.808, -3.557], [18.240, 14.715, -3.210], [19.586, 13.750, -3.739], [20.652, 13.913, -1.421], [18.927, 13.883, -1.122], [13.812, 12.171, -1.565], [14.310, 13.595, -1.683], [15.487, 13.529, -2.470], [16.073, 12.009, -2.526], [17.401, 12.017, -2.045], [15.701, 11.368, -3.730], [15.060, 11.467, -1.371], [13.408, 11.804, -2.509], [13.245, 11.975, -0.662], [14.539, 14.080, -0.734], [13.542, 14.204, -2.166], [19.022, 11.071, -7.449], [20.262, 11.201, -6.555], [20.492, 12.590, -6.233], [19.234, 13.427, -6.798], [19.636, 14.664, -7.325], [18.202, 13.340, -5.824], [18.999, 12.400, -7.999], [18.115, 10.725, -6.957], [19.160, 10.504, -8.369], [21.153, 10.938, -7.134], [20.352, 10.495, -5.735], [17.107, 6.064, -1.267], [17.798, 5.235, -0.170], [18.069, 3.968, -0.746], [17.528, 3.876, -2.296], [16.160, 3.485, -2.357], [18.426, 3.166, -3.116], [17.596, 5.433, -2.444], [17.332, 7.121, -1.278], [16.027, 5.892, -1.254], [17.154, 5.168, 0.708], [18.722, 5.734, 0.132], [18.823, 5.797, -6.602], [19.603, 6.219, -5.349], [20.984, 6.160, -5.752], [21.223, 5.741, -7.296], [21.411, 4.334, -7.322], [22.227, 6.605, -7.788], [19.723, 6.038, -7.731], [17.863, 6.254, -6.798], [18.853, 4.705, -6.643], [19.632, 5.400, -4.633], [19.280, 7.217, -5.070], [19.981, 10.022, -1.259], [19.007, 9.365, -2.233], [19.738, 8.358, -2.937], [21.318, 8.609, -2.784], [21.897, 8.733, -4.066], [21.812, 7.671, -1.848], [21.188, 10.038, -2.010], [20.067, 9.473, -0.320], [19.593, 11.022, -1.081], [18.770, 10.128, -2.974], [18.136, 9.045, -1.672]]}



(2)
{"formula": "C4H9NO", "method": "ωB97M-V/def2-TZVPD", "de_lowest_kcal_mol": 59.55, "total_energy_ev": -7829.738, "smiles": "COC[C@H]1CN1", "e_homo_ev": -9.37, "species": ["C", "O", "C", "C", "C", "N", "H", "H", "H", "H", "H", "H", "H", "H", "H"], "coordinates": [[0.316, -0.337, 2.206], [0.337, -0.340, 0.802], [-0.621, 0.522, 0.234], [-0.550, 0.399, -1.276], [0.732, 0.106, -1.955], [-0.271, -0.943, -1.767], [-0.665, -0.650, 2.598], [0.550, 0.661, 2.602], [1.077, -1.045, 2.545], [-0.469, 1.555, 0.588], [-1.634, 0.205, 0.542], [-1.326, 0.973, -1.787], [1.618, 0.157, -1.326], [0.886, 0.268, -3.016], [0.018, -1.530, -0.988]]}



(3)
{"formula": "C21H23CoN5O5S2", "method": "ωB97M-V/def2-TZVPD", "de_lowest_kcal_mol": 39.65, "total_energy_ev": -99129.867, "e_homo_ev": [-11.38, -11.38], "total_charge": 1, "species": ["Co", "N", "C", "C", "N", "H", "H", "H", "H", "H", "H", "H", "H", "C", "C", "C", "C", "C", "C", "C", "S", "O", "O", "N", "C", "C", "C", "C", "C", "N", "H", "H", "H", "H", "H", "H", "H", "H", "H", "H", "H", "O", "C", "N", "S", "O", "O", "C", "C", "C", "C", "C", "C", "H", "H", "H", "H"], "coordinates": [[-0.337, 0.228, 0.350], [-0.572, -0.010, -1.707], [-1.897, -0.566, -2.027], [-2.195, -1.609, -0.977], [-2.086, -0.927, 0.320], [-0.427, 0.886, -2.164], [0.166, -0.635, -2.016], [-1.944, -0.999, -3.026], [-2.630, 0.239, -1.964], [-1.468, -2.419, -1.006], [-3.189, -2.029, -1.138], [-2.178, -1.572, 1.099], [-2.837, -0.240, 0.387], [-2.938, -1.218, 7.516], [-1.990, -0.756, 6.444], [-2.473, -0.265, 5.230], [-1.607, 0.200, 4.257], [-0.239, 0.169, 4.501], [0.270, -0.318, 5.694], [-0.615, -0.777, 6.659], [0.864, 0.766, 3.269], [0.486, 2.087, 2.876], [2.203, 0.475, 3.681], [0.540, -0.178, 1.946], [1.057, -1.403, 1.661], [1.743, -2.297, 2.479], [2.151, -3.483, 1.910], [1.869, -3.764, 0.571], [1.159, -2.838, -0.154], [0.757, -1.677, 0.380], [-3.863, -1.606, 7.091], [-3.202, -0.380, 8.165], [-2.484, -1.986, 8.141], [-3.541, -0.230, 5.049], [-1.987, 0.621, 3.333], [1.339, -0.325, 5.859], [-0.230, -1.154, 7.599], [1.952, -2.047, 3.508], [2.689, -4.206, 2.510], [2.196, -4.681, 0.104], [0.900, -3.020, -1.191], [0.342, 2.172, -0.262], [-0.734, 2.602, 0.209], [-1.524, 1.701, 0.782], [-3.069, 2.250, 1.009], [-3.884, 1.583, 0.021], [-3.468, 2.152, 2.373], [-2.655, 3.907, 0.524], [-3.458, 5.025, 0.507], [-2.881, 6.209, 0.055], [-1.554, 6.256, -0.362], [-0.757, 5.116, -0.340], [-1.329, 3.944, 0.112], [-4.489, 4.989, 0.831], [-3.481, 7.108, 0.025], [-1.136, 7.191, -0.707], [0.276, 5.130, -0.659]]}



(4)
{"formula": "C3H9OS", "method": "ωB97M-V/def2-TZVPD", "de_lowest_kcal_mol": 65.04, "total_energy_ev": -16138.236, "e_homo_ev": -1.86, "total_charge": -1, "species": ["C", "O", "H", "H", "H", "C", "S", "C", "H", "H", "H", "H", "H", "H"], "coordinates": [[-0.283, -2.428, 0.820], [-0.281, -1.107, 1.230], [-1.298, -2.773, 0.549], [0.358, -2.646, -0.054], [0.095, -3.070, 1.631], [1.258, 2.213, -0.401], [0.486, 1.108, -1.613], [-0.950, 0.613, -0.672], [1.911, 1.669, 0.294], [0.480, 2.612, 0.250], [1.834, 2.987, -0.901], [-1.475, -0.178, -1.210], [-0.459, -0.324, 0.359], [-1.678, 1.324, -0.281]]}



(5)
{"formula": "C9H6O2", "method": "ωB97M-V/def2-TZVPD", "de_lowest_kcal_mol": 84.72, "total_energy_ev": -13521.224, "smiles": "O=C1CC(=O)c2ccccc21", "e_homo_ev": -9.59, "species": ["O", "C", "C", "C", "O", "C", "C", "C", "C", "C", "C", "H", "H", "H", "H", "H", "H"], "coordinates": [[-1.766, -2.280, 0.084], [-1.464, -1.180, -0.066], [-2.299, 0.076, -0.035], [-1.388, 1.244, -0.092], [-1.681, 2.399, 0.106], [-0.001, 0.555, 0.106], [0.972, 1.432, 0.070], [2.162, 0.746, -0.132], [2.252, -0.579, 0.200], [1.039, -1.413, 0.115], [-0.013, -0.721, -0.115], [-2.873, 0.328, 0.969], [-3.088, -0.306, -0.679], [0.936, 2.481, 0.033], [3.200, 1.019, -0.535], [3.016, -1.254, 0.336], [0.996, -2.546, -0.367]]}



(6)
{"formula": "C5H8O", "method": "ωB97M-V/def2-TZVPD", "de_lowest_kcal_mol": 54.56, "total_energy_ev": -7359.889, "smiles": "C#CC.CC=O", "e_homo_ev": -9.88, "species": ["C", "C", "C", "H", "H", "H", "H", "C", "C", "O", "H", "H", "H", "H"], "coordinates": [[1.861, 0.681, 0.787], [0.994, 1.320, 0.247], [-0.062, 2.084, -0.418], [2.648, 0.140, 1.266], [-0.369, 1.581, -1.339], [-0.942, 2.174, 0.227], [0.287, 3.092, -0.661], [-0.899, -1.667, 0.564], [-0.297, -1.427, -0.794], [-0.808, -0.750, -1.656], [-1.224, -2.712, 0.638], [-0.148, -1.494, 1.341], [-1.758, -1.009, 0.717], [0.671, -1.938, -0.982]]}